Computed, not measured: a 10-piece molecular cluster, C31H43NO27 overall at a distorted geometry, with the ωB97M-V functional and the def2-TZVPD basis.

Last column: Mulliken charge in e.
Positions of all 102 atoms, in Å:
O (1.51, -8.74, 19.97)  -0.368
O (-3.68, -7.38, 19.24)  -0.380
O (2.86, -10.53, 19.98)  -0.609
O (0.18, -4.48, 18.28)  -0.505
O (-2.52, -3.29, 13.92)  -0.365
O (-5.84, -6.78, 19.57)  -0.670
O (-4.30, -5.32, 18.77)  -0.022
O (-4.84, -3.87, 21.10)  -0.404
O (-7.06, -4.33, 21.46)  -0.271
O (-6.89, -1.88, 16.86)  -0.361
O (-0.63, -5.00, 23.88)  -0.361
O (0.96, -2.37, 18.20)  -0.347
O (3.46, -8.47, 19.02)  -0.361
O (-5.94, -10.89, 20.06)  -0.365
O (-6.71, -12.76, 21.10)  -0.580
O (-3.08, -11.24, 15.32)  -0.588
O (-4.77, -9.80, 16.15)  -0.334
O (-6.89, 0.25, 16.18)  -0.565
O (0.95, -6.64, 23.82)  -0.583
O (-3.72, -2.56, 15.66)  -0.140
O (-7.89, -11.61, 19.39)  -0.355
O (-1.48, -2.86, 15.99)  -0.523
O (-5.98, -3.33, 23.06)  -0.360
O (-3.42, -9.03, 14.63)  -0.354
O (-6.61, -0.22, 18.34)  -0.356
O (-0.77, -6.57, 22.28)  -0.329
O (-0.53, -2.83, 19.67)  -0.051
N (-0.82, -7.44, 15.54)  -0.490
C (-6.67, -1.39, 19.13)  -0.142
C (-6.44, -9.77, 19.36)  0.707
C (-4.51, -2.53, 14.52)  -0.230
C (-0.04, -6.06, 23.35)  0.572
C (1.79, -9.71, 14.36)  -0.686
C (-2.47, -2.85, 15.28)  0.551
C (-5.37, -8.64, 15.80)  -0.399
C (-0.34, -1.48, 19.69)  -0.485
C (-7.95, -4.11, 22.50)  -0.398
C (2.69, -9.32, 19.72)  0.619
C (-0.35, -8.44, 15.05)  0.457
C (-6.77, -0.56, 17.05)  0.589
C (0.22, -9.61, 14.36)  -0.595
C (-3.75, -3.03, 13.32)  -0.298
C (-1.92, -5.78, 22.13)  0.633
C (-1.91, -4.81, 23.32)  -0.270
C (-3.73, -10.17, 15.34)  0.640
C (-7.06, -3.74, 23.70)  -0.313
C (-7.59, -10.38, 18.73)  -0.283
C (-2.63, -6.79, 18.48)  1.058
C (1.40, -7.52, 19.26)  0.635
C (2.89, -7.13, 19.06)  -0.392
C (0.20, -3.32, 18.68)  0.481
C (-4.70, -6.56, 19.20)  0.655
C (-6.45, -2.55, 18.10)  0.198
C (-4.24, -7.96, 15.05)  0.181
C (-5.85, -3.93, 21.83)  0.594
C (-6.84, -11.92, 20.17)  0.629
C (-2.92, -5.30, 18.50)  1.401
C (0.97, -1.23, 18.98)  -0.363
C (2.25, -9.47, 15.79)  -1.058
H (-2.37, -4.71, 19.23)  -0.746
H (-4.00, -4.05, 13.04)  0.139
H (-7.63, -1.41, 19.65)  0.235
H (-7.46, -10.72, 17.71)  0.238
H (-6.20, -8.92, 15.15)  0.342
H (-0.23, -10.51, 14.78)  0.293
H (-3.54, -2.54, 12.36)  0.239
H (-0.15, -9.62, 13.33)  0.421
H (-2.10, -3.76, 23.12)  0.250
H (-2.80, -6.39, 22.31)  0.158
H (-5.45, -2.93, 17.91)  -0.118
H (1.61, -10.14, 16.36)  0.312
H (0.91, -0.32, 18.38)  0.288
H (1.85, -1.25, 19.63)  0.276
H (-7.05, -3.42, 18.41)  0.301
H (-2.51, -7.23, 17.49)  -0.523
H (-8.37, -9.62, 18.71)  0.346
H (2.12, -10.70, 14.04)  0.350
H (0.89, -7.47, 18.29)  -0.199
H (-7.57, -2.91, 24.18)  0.271
H (0.83, -6.78, 19.82)  -0.036
H (3.30, -6.67, 19.96)  0.349
H (-5.91, -8.16, 16.62)  0.340
H (-0.27, -1.09, 20.70)  0.313
H (2.96, -6.48, 18.19)  0.353
H (2.28, -8.43, 16.12)  0.231
H (2.21, -8.92, 13.74)  0.320
H (-4.83, -7.47, 14.28)  0.251
H (3.23, -9.91, 16.01)  0.474
H (-5.71, -9.31, 18.71)  -0.417
H (-2.70, -4.90, 17.51)  -0.279
H (-2.53, -5.23, 24.11)  0.306
H (-6.60, -8.93, 20.04)  0.096
H (-6.89, -4.57, 24.39)  0.306
H (-5.37, -3.18, 14.67)  0.275
H (-8.44, -5.05, 22.74)  0.260
H (-8.77, -3.45, 22.22)  0.305
H (-1.65, -6.85, 18.95)  -0.373
H (-1.91, -5.30, 21.15)  -0.438
H (-1.13, -0.84, 19.28)  0.352
H (-4.69, -1.48, 14.31)  0.327
H (-3.72, -7.15, 15.57)  -0.093
H (-5.84, -1.38, 19.84)  0.214

## Properties
Max |F|: 5.7 eV/Å
Kohn-Sham gap: 10.15 eV
SMILES: O=C1OCCO1.O=C1OCCO1.O=C1OCCO1.O=C1OCCO1.O=C1OCCO1.O=C1OCCO1.O=C1OCCO1.O=C1OCCO1.O=C1OCCO1.CCCC#N
Energy relative to the best compared isomer or geometry (same formula, charge and spin): 3.4199 eV
Calculated total energy: -89612.3464 eV



Computed, not measured: C31H44BaF3N12O4Se2 as an isolated structure at a distorted geometry, with the ωB97M-V functional and the def2-TZVPD basis.

Last column: Mulliken charge in e.
Positions of all 97 atoms, in Å:
Ba (0.44, 0.42, -0.08)  0.992
Se (-4.19, -1.23, 0.72)  0.079
Se (-3.25, -2.90, 1.98)  -0.012
F (1.25, 4.64, 2.26)  -0.264
F (0.50, 5.16, 0.30)  -0.234
F (-0.87, 4.53, 1.84)  -0.242
O (-0.22, 2.01, 1.36)  -0.239
O (0.74, -1.89, -0.51)  0.103
O (1.49, 2.65, 0.11)  -0.696
O (1.39, -1.24, 2.34)  -0.163
N (-1.15, 1.60, -1.78)  -0.344
N (3.96, 2.24, -2.29)  0.259
N (-0.09, -3.29, 1.03)  0.124
N (4.10, 0.12, -1.65)  0.096
N (-2.28, -1.80, -1.24)  0.570
N (-2.65, 3.09, -0.86)  0.107
N (1.97, 0.85, -2.15)  -0.357
N (3.92, 2.42, 1.56)  -0.026
N (-1.72, -0.75, 2.87)  0.422
N (-1.57, 3.84, -2.64)  0.237
N (3.35, -1.10, 3.46)  0.230
N (2.66, 0.57, 1.95)  0.625
C (4.66, 0.84, 3.22)  -1.336
C (-3.58, -1.75, -1.04)  0.021
C (-3.00, 2.33, 0.31)  -0.584
C (4.43, -0.37, 3.78)  -0.235
C (-1.18, 3.89, -4.02)  -0.964
C (1.08, 1.76, -2.84)  -0.287
C (3.72, 1.30, 2.24)  0.711
C (3.68, 3.29, -3.24)  -1.016
C (-4.07, -2.50, -3.24)  -0.367
C (-0.33, 1.17, -2.89)  -1.347
C (-2.30, -2.27, 4.62)  -0.952
C (-2.50, 4.90, -2.27)  -0.783
C (-1.64, -1.48, 5.54)  -0.394
C (5.37, 1.97, -2.12)  -0.820
C (0.55, 2.83, 0.87)  0.858
C (-4.52, -2.06, -2.01)  -0.789
C (-1.03, -0.31, 5.11)  -1.141
C (3.11, -2.42, 4.00)  -0.861
C (-2.70, -2.59, -3.45)  -1.345
C (-2.29, -1.86, 3.30)  0.340
C (2.40, -0.59, 2.55)  -0.835
C (3.22, 1.09, -2.05)  0.362
C (0.89, -4.24, -0.96)  -1.639
C (3.69, -1.12, -1.05)  -1.003
C (-1.85, -2.21, -2.42)  -0.279
C (0.50, -3.03, -0.14)  0.127
C (-1.73, 2.76, -1.80)  0.219
C (0.34, 4.30, 1.32)  0.610
C (-2.99, 4.49, -0.89)  -0.545
C (-1.11, 0.02, 3.76)  -0.468
C (5.38, 0.68, -1.30)  -0.425
H (-1.06, 4.94, -4.29)  0.343
H (4.42, 4.08, -3.10)  0.381
H (5.44, 0.88, -0.22)  0.101
H (-2.61, 2.80, 1.21)  0.164
H (-0.78, -2.23, -2.55)  0.660
H (5.86, 2.80, -1.61)  0.391
H (-1.98, 5.86, -2.28)  0.412
H (6.19, 0.00, -1.57)  0.388
H (4.63, 3.08, 1.84)  0.241
H (-4.09, 2.30, 0.40)  0.553
H (3.11, -3.15, 3.18)  0.250
H (3.76, 2.93, -4.28)  0.333
H (-2.82, -3.18, 4.92)  0.447
H (-2.61, 1.33, 0.23)  -0.142
H (5.86, 1.82, -3.09)  0.407
H (5.11, -0.81, 4.50)  0.416
H (-0.53, 0.35, 5.80)  0.501
H (-2.47, 5.04, -0.10)  0.160
H (-4.06, 4.63, -0.76)  0.413
H (-1.64, -1.74, 6.59)  0.446
H (-0.24, 0.09, -2.82)  -0.212
H (-0.22, 3.41, -4.19)  0.321
H (-0.25, -2.51, 1.65)  -0.168
H (3.88, -2.68, 4.72)  0.352
H (4.50, -1.84, -1.16)  0.383
H (-0.81, 1.40, -3.84)  0.397
H (3.46, -1.00, 0.02)  0.254
H (0.89, -3.99, -2.01)  0.295
H (5.52, 1.43, 3.48)  0.485
H (1.90, -4.53, -0.68)  0.343
H (1.45, 1.90, -3.86)  0.918
H (-5.58, -1.98, -1.80)  0.454
H (0.22, -5.08, -0.78)  0.476
H (3.18, 2.72, 0.93)  0.151
H (2.70, 3.73, -3.08)  0.268
H (2.80, -1.48, -1.55)  0.286
H (-0.29, -4.23, 1.33)  0.223
H (-2.30, -2.94, -4.39)  0.485
H (2.13, -2.45, 4.47)  0.248
H (-1.94, 3.45, -4.69)  0.289
H (1.02, 2.72, -2.32)  0.354
H (-0.69, 0.93, 3.37)  0.645
H (-4.76, -2.78, -4.02)  0.418
H (-3.33, 4.95, -3.00)  0.372

## Properties
Total charge: +1
Max |F|: 3.9 eV/Å
Kohn-Sham gap: 8.04 eV
Energy relative to the best compared isomer or geometry (same formula, charge and spin): 2.5661 eV
Calculated total energy: -198471.6337 eV



Computed, not measured: C31H44BrHgN3P2 as an isolated structure at a distorted geometry, with the ωB97M-V functional and the def2-TZVPD basis.

Last column: Mulliken charge in e.
Positions of all 82 atoms, in Å:
Hg (2.12, -1.17, -0.33)  0.973
Br (3.18, -3.34, -1.31)  -0.523
P (0.21, -3.69, -2.72)  0.583
P (1.18, 1.21, -1.41)  0.508
N (-5.05, -1.52, -2.15)  -0.456
N (-1.21, -0.42, 0.48)  0.235
N (-0.96, 5.74, 3.06)  -0.468
C (1.22, 2.57, -0.13)  0.167
C (-0.51, -4.75, -1.35)  -0.259
C (-1.52, 0.66, 1.20)  -0.145
C (2.31, -0.78, 1.75)  -0.695
C (-1.81, -4.54, -4.52)  -1.198
C (1.87, -5.64, -4.16)  -1.127
C (-4.33, -1.01, -1.38)  -0.198
C (-3.41, -0.39, -0.46)  0.899
C (1.49, -4.18, -4.02)  -0.570
C (3.62, 0.39, 3.39)  -0.714
C (-1.79, 4.78, 3.46)  -0.433
C (0.36, 5.56, 3.16)  -0.643
C (-0.63, 0.56, -3.56)  -1.303
C (-1.33, 3.59, 4.04)  -0.324
C (1.93, 1.76, 4.61)  -0.428
C (-1.20, -3.34, -3.83)  -0.410
C (2.55, 1.68, -2.59)  -0.614
C (3.57, -0.33, 2.19)  -0.378
C (0.94, 4.38, 3.64)  -0.116
C (-3.73, 0.79, 0.22)  -0.852
C (-2.15, -1.00, -0.27)  -0.470
C (0.59, 2.11, 4.63)  -0.466
C (0.16, 3.66, -0.18)  -1.049
C (0.08, 3.36, 4.15)  0.568
C (1.35, -1.17, 2.70)  -0.002
C (-0.35, 1.54, -2.42)  -0.496
C (2.39, 0.51, 4.11)  0.441
C (1.42, -0.54, 3.94)  -0.406
C (-0.19, -6.24, -1.24)  -1.376
C (3.93, 1.49, -1.96)  -1.036
C (-2.81, 1.23, 1.19)  -0.513
H (1.15, 2.05, 0.84)  -0.532
H (4.15, 2.24, -1.19)  0.289
H (1.14, -6.23, -4.75)  0.256
H (0.47, 4.48, 0.48)  0.285
H (-1.90, -1.95, -0.79)  0.174
H (2.39, 2.72, -2.92)  0.386
H (2.43, 1.04, -3.48)  0.372
H (-2.35, -5.19, -3.84)  0.311
H (2.06, -6.11, -3.17)  0.240
H (-1.95, -2.81, -3.23)  0.057
H (-3.00, 2.03, 1.91)  0.454
H (2.82, -5.63, -4.73)  0.404
H (-1.22, 1.57, -1.73)  0.153
H (-0.70, 1.10, 1.81)  0.342
H (0.68, -0.78, 4.71)  0.559
H (-1.61, -4.64, -1.41)  0.513
H (4.48, -0.51, 1.61)  0.470
H (4.55, 0.91, 3.65)  0.448
H (-0.94, -6.70, -0.57)  0.377
H (-4.70, 1.26, 0.05)  0.516
H (-0.24, 2.56, -2.84)  0.554
H (-2.07, 2.83, 4.32)  0.462
H (2.21, 3.04, -0.14)  0.626
H (2.42, -3.64, -3.76)  0.470
H (0.57, -1.91, 2.50)  0.424
H (2.68, 2.52, 4.85)  0.700
H (1.00, 6.42, 2.88)  0.376
H (1.17, -3.75, -4.99)  0.497
H (-0.90, -0.43, -3.19)  0.083
H (4.71, 1.54, -2.72)  0.395
H (-0.25, -6.74, -2.22)  0.352
H (-0.80, -2.63, -4.57)  0.434
H (2.01, 4.22, 3.60)  0.349
H (-1.48, 0.93, -4.15)  0.439
H (0.23, 0.46, -4.24)  0.354
H (-0.81, 3.33, 0.20)  0.182
H (0.79, -6.43, -0.79)  0.349
H (-2.55, -4.21, -5.26)  0.404
H (0.01, 4.07, -1.19)  0.320
H (4.00, 0.50, -1.49)  0.144
H (-1.08, -5.14, -5.08)  0.284
H (-0.20, -4.27, -0.39)  0.239
H (-0.16, 1.40, 4.99)  0.390
H (-2.87, 4.97, 3.33)  0.395

## Properties
Total charge: +2
Max |F|: 2.7 eV/Å
Kohn-Sham gap (alpha / beta): 5.79 / 5.70 eV
Energy relative to the best compared isomer or geometry (same formula, charge and spin): 0.0000 eV
Calculated total energy: -130107.3076 eV